(1)
Below is a 2-piece molecular cluster, C7H6FN3O2 overall, with properties calculated with ωB97M-V/def2-TZVPD.

Results
total charge: 0
LUMO energy (spin up / spin down): -1.87 / -2.25 eV

Each atom is followed by the atoms it is bonded to, with distances in Å.
CARTESIAN COORDINATES (ANGSTROEM)
1 C 2.46740 0.41142 0.77135  C2 1.419, C3 1.378, H14 1.028
2 C 2.30689 -0.33798 -0.42281  C1 1.419, C4 1.322, H15 1.078
3 C 1.43223 1.10944 1.35461  C1 1.378, C5 1.391, H16 1.017
4 C 1.11540 -0.57403 -0.94509  C2 1.322, C6 1.505, H17 1.057
5 C 0.14792 0.97305 0.83898  C3 1.391, C6 1.452, N8 1.327
6 C -0.01281 0.27419 -0.42365  C4 1.505, C5 1.452, N9 1.319
7 C -2.28890 -0.29100 -0.90340  N9 1.250, N10 1.526, H18 1.078
8 N -0.95724 1.22936 1.52780  C5 1.327, H19 0.986
9 N -1.18932 0.29230 -1.02068  C6 1.319, C7 1.250
10 N -2.31432 -1.61661 -0.14711  C7 1.526, O11 1.191, O12 1.186
11 O -1.30134 -1.98962 0.35609  N10 1.191
12 O -3.34598 -2.20099 -0.17022  N10 1.186
13 F -0.77830 0.82001 -2.75922  no bonds
14 H 3.33072 0.46121 1.32803  C1 1.028
15 H 3.10379 -1.02758 -0.65191  C2 1.078
16 H 1.45325 1.71716 2.16958  C3 1.017
17 H 0.83749 -1.02213 -1.86070  C4 1.057
18 H -3.26305 -0.07169 -1.31010  C7 1.078
19 H -0.74383 1.84349 2.26844  N8 0.986

Mulliken atomic charge list, values in e, 8 entries:
1 C -0.371
2 C -0.591
3 C -0.625
4 C -0.428
5 C 0.643
6 C 0.354
7 C -0.210
8 N -0.590

***

(2)
Below is C7H6FN3O2 in the gas phase, with properties calculated with ωB97M-V/def2-TZVPD.

Results
total charge: 0
LUMO energy: -0.65 eV
SMILES: N#C/C=C/C=C\C(N)=C(\F)[N+](=O)[O-]

Each atom is followed by the atoms it is bonded to, with distances in Å.
CARTESIAN COORDINATES (ANGSTROEM)
1 C -0.94320 -0.42009 2.66533  C6 1.392, N8 1.143
2 C 0.32403 -1.73325 -0.58565  C3 1.338, C4 1.418, H14 1.055
3 C 0.85012 -0.70415 -1.25975  C2 1.338, C5 1.490, H15 1.021
4 C -0.11433 -1.64244 0.75957  C2 1.418, C6 1.321, H16 1.104
5 C 0.78927 0.69375 -0.74672  C3 1.490, C7 1.327, N9 1.319
6 C -0.83033 -0.67381 1.30131  C1 1.392, C4 1.321, H17 1.128
7 C -0.34880 1.08953 -0.19184  C5 1.327, N10 1.476, F13 1.373
8 N -1.04435 -0.23056 3.78820  C1 1.143
9 N 1.92581 1.32335 -0.51900  C5 1.319, H18 1.052, H19 1.007
10 N -1.54603 1.04320 -1.05421  C7 1.476, O11 1.222, O12 1.251
11 O -2.23412 2.04381 -1.19131  N10 1.222
12 O -1.73861 -0.00406 -1.71151  N10 1.251
13 F -0.43302 2.25379 0.53050  C7 1.373
14 H 0.45403 -2.71198 -0.95850  C2 1.055
15 H 1.44480 -0.85543 -2.07551  C3 1.021
16 H 0.48410 -2.29696 1.41634  C4 1.104
17 H -1.71637 -0.37695 0.66952  C6 1.128
18 H 2.87471 1.05752 -0.88635  N9 1.052
19 H 1.80229 2.14471 0.04957  N9 1.007

Mulliken atomic charge list, values in e, 8 entries:
1 C 0.343
2 C -0.341
3 C -1.015
4 C -0.347
5 C 0.548
6 C 0.009
7 C -0.036
8 N -0.472

***

Ordering by calculated energy gives the sequence (2), (1), with the first entry being the most stable.